The following is a DFT calculation (the ωB97M-V functional and the def2-TZVPD basis) of the molecule C21H34N4O5.

Its energy above the lowest of the compared OMol25 structures with the same formula, charge and spin is 0.113 eV. The highest occupied orbital energy comes out at -9.073 eV. The LUMO energy comes out at 0.538 eV.

Geometry as ORCA input:
```
! RIJCOSX wB97M-V def2-TZVPD def2/J DEFGRID3
* xyz 0 1
C 2.56 1.46 2.96
H 3.50 0.94 3.09
H 2.68 2.48 3.30
H 1.80 0.97 3.57
C 2.14 1.44 1.49
C 3.24 2.08 0.63
H 4.19 1.58 0.81
H 3.35 3.13 0.88
H 3.01 1.99 -0.43
C 0.81 2.17 1.31
C 0.17 1.92 -0.05
N -0.17 0.52 -0.18
C -0.20 -0.11 -1.36
O 0.00 0.44 -2.43
C -0.55 -1.61 -1.30
N -1.98 -1.79 -1.11
C -2.68 -1.38 -0.02
O -2.17 -0.98 1.01
O -3.99 -1.50 -0.26
C -4.96 -1.12 0.75
C -6.31 -1.44 0.09
H -7.12 -1.17 0.77
H -6.37 -2.49 -0.14
H -6.41 -0.87 -0.83
C -4.78 -1.96 2.02
H -5.58 -1.75 2.71
H -4.81 -3.02 1.77
H -3.83 -1.73 2.49
C -4.85 0.37 1.06
H -4.96 0.95 0.14
H -3.88 0.60 1.49
H -5.63 0.66 1.75
H -2.54 -2.00 -1.92
H -0.31 -2.02 -2.28
C 0.25 -2.35 -0.20
O 1.51 -1.80 0.06
C 2.44 -1.89 -0.99
C 3.78 -1.39 -0.52
C 4.18 -1.59 0.79
C 5.41 -1.14 1.22
C 6.26 -0.48 0.35
C 5.86 -0.27 -0.96
C 4.63 -0.72 -1.39
H 4.32 -0.55 -2.41
H 6.52 0.25 -1.65
H 7.22 -0.12 0.68
H 5.72 -1.30 2.25
H 3.52 -2.10 1.47
H 2.11 -1.31 -1.86
H 2.53 -2.95 -1.31
H 0.35 -3.41 -0.49
H -0.29 -2.29 0.75
H -0.49 0.03 0.65
H 0.86 2.17 -0.86
C -1.10 2.77 -0.24
O -1.62 3.44 0.62
N -1.59 2.68 -1.50
H -1.11 2.16 -2.22
N -2.71 3.43 -1.91
H -2.78 4.23 -1.28
H -3.56 2.88 -1.77
H 0.10 1.84 2.08
H 0.94 3.24 1.44
H 2.02 0.40 1.17
*
```